1.
This record from the Open Molecules 2025 dataset describes a cluster of 7 separate species, C14H43NO12 in total in a non-equilibrium geometry. The level of theory is ωB97M-V/def2-TZVPD.

Last column: Mulliken charge in e.
Element x y z (Å)
C1 -2.159 -1.740 2.995  -0.865
O1 -2.686 -0.692 2.195  -0.266
C2 -2.953 0.552 2.785  -0.963
C3 -1.726 1.349 3.262  0.778
C4 -1.949 2.715 3.968  -1.602
N1 -0.969 1.807 2.119  -0.176
H1 -2.059 -2.573 2.299  0.279
H2 -2.869 -2.037 3.767  0.352
H3 -1.201 -1.523 3.466  0.271
H4 -3.537 1.238 2.172  0.311
H5 -3.641 0.454 3.624  0.411
H6 -1.073 0.659 3.796  0.192
H7 -2.670 2.627 4.780  0.394
H8 -2.195 3.470 3.221  0.320
H9 -1.076 3.112 4.487  0.408
H10 -0.399 1.076 1.717  0.211
H11 -0.275 2.501 2.357  0.321
O2 -2.613 2.570 -0.079  -0.666
C5 -1.561 2.794 -1.013  0.435
C6 -0.661 3.915 -0.543  -0.409
O3 -1.413 5.065 -0.732  -0.576
H12 -2.157 2.404 0.750  0.427
H13 -0.996 1.864 -0.951  -0.272
H14 -1.941 2.750 -2.033  0.143
H15 0.254 4.106 -1.103  0.391
H16 -0.418 3.882 0.519  0.100
H17 -2.194 4.951 -0.185  0.344
O4 4.873 -1.060 3.931  -0.547
C7 4.453 -1.816 2.774  -0.600
C8 2.940 -1.410 2.352  0.012
O5 2.858 -0.287 1.499  -0.561
H18 5.577 -1.386 4.497  0.294
H19 5.153 -1.862 1.939  0.316
H20 4.426 -2.880 3.012  0.344
H21 2.265 -1.251 3.193  0.279
H22 2.620 -2.279 1.777  0.183
H23 2.068 -0.361 0.959  0.198
O6 -0.120 -0.520 0.893  -0.354
C9 0.011 -1.734 0.129  -0.444
C10 -0.507 -1.468 -1.346  0.108
O7 0.483 -0.722 -2.125  -0.484
H24 -1.026 -0.483 1.207  0.171
H25 1.068 -1.995 0.084  -0.309
H26 -0.549 -2.570 0.549  0.216
H27 -1.438 -0.905 -1.298  -0.018
H28 -0.710 -2.371 -1.921  0.503
H29 0.085 -0.203 -2.827  0.258
O8 -2.375 2.349 -6.157  -0.505
C11 -2.714 1.491 -5.073  -0.442
C12 -1.602 0.466 -4.780  -0.274
O9 -0.583 1.043 -3.958  -0.587
H30 -2.126 1.799 -6.904  0.343
H31 -3.057 2.139 -4.266  0.230
H32 -3.569 0.825 -5.190  0.311
H33 -1.274 -0.060 -5.676  0.407
H34 -2.018 -0.375 -4.227  0.181
H35 -0.259 1.853 -4.360  0.291
O10 5.785 -2.385 -1.038  -0.505
C13 4.829 -2.372 -2.081  -0.684
C14 3.436 -2.643 -1.589  0.601
O11 3.218 -4.010 -1.295  -0.524
H36 5.787 -3.244 -0.610  0.295
H37 4.917 -1.440 -2.639  0.349
H38 5.161 -3.079 -2.842  0.333
H39 2.859 -2.339 -2.463  0.188
H40 3.050 -2.125 -0.712  -0.144
H41 3.885 -4.334 -0.684  0.282
O12 -3.565 -1.481 -0.189  -0.710
H42 -3.579 -1.028 0.654  0.408
H43 -3.599 -0.780 -0.840  0.296

Computed properties:
E_LUMO, Ha: 0.019
Orbital gap, eV: 9.890
Energy above the lowest of the compared OMol25 structures with the same formula, charge and spin, kJ/mol: 213.0
Calculated total energy, eV: -41270.5272
Max |F|, eV Å⁻¹: 3.3

2.
This record from the Open Molecules 2025 dataset describes a structure of composition C14H44AgF12N22O20S4 in a non-equilibrium geometry. The level of theory is ωB97M-V/def2-TZVPD.

Last column: Mulliken charge in e.
Element x y z (Å)
Ag1 -1.317 1.713 0.465  3.693
C1 2.365 0.314 0.222  0.232
F1 2.412 0.467 1.555  -0.241
F2 2.188 1.490 -0.357  0.262
F3 3.521 -0.200 -0.180  -0.011
S1 0.969 -0.806 -0.292  -1.041
O1 0.646 -0.369 -1.610  -0.042
O2 1.428 -2.144 -0.144  -0.321
N1 -0.259 -0.236 0.748  0.914
S2 -0.611 -1.342 1.865  -1.472
O3 0.436 -2.219 2.277  -0.299
O4 -1.253 -0.722 3.001  0.038
C2 -1.918 -2.384 1.072  0.946
F4 -3.128 -1.862 1.147  -0.417
F5 -1.565 -2.576 -0.210  -0.221
F6 -1.940 -3.591 1.656  -0.215
C3 -3.880 0.059 -2.109  0.528
F7 -2.917 -0.374 -2.941  -0.144
F8 -5.053 -0.289 -2.571  -0.227
F9 -3.637 -0.489 -0.919  -0.214
S3 -3.717 1.888 -1.887  0.669
O5 -4.184 2.563 -3.040  -0.555
O6 -4.404 2.146 -0.662  -0.542
N2 -2.077 2.062 -1.508  0.055
S4 -1.254 2.420 -2.840  -0.156
O7 0.154 2.255 -2.670  -0.275
O8 -1.783 1.872 -4.046  -0.471
C4 -1.487 4.290 -3.029  0.620
F10 -2.421 4.586 -3.907  -0.169
F11 -1.779 4.828 -1.837  -0.222
F12 -0.336 4.814 -3.465  -0.219
O9 1.603 -4.752 1.846  -0.584
H1 1.702 -3.976 1.280  0.245
H2 1.340 -5.457 1.248  0.274
O10 -0.501 -2.449 5.677  -0.666
H3 -1.324 -1.952 5.650  0.293
H4 -0.407 -2.802 4.784  0.322
C5 -6.457 -1.672 0.784  0.493
O11 -6.695 -0.498 1.070  -0.602
N3 -5.198 -2.175 0.658  -0.116
N4 -7.470 -2.596 0.615  -0.520
H5 -5.090 -3.166 0.516  0.065
H6 -4.410 -1.590 0.851  0.450
H7 -7.266 -3.567 0.798  0.244
H8 -8.339 -2.196 0.925  0.273
C6 -4.138 0.825 2.635  0.081
O12 -3.347 1.026 1.718  -0.500
N5 -3.753 0.328 3.850  -0.296
N6 -5.470 1.095 2.499  -0.379
H9 -4.387 0.412 4.622  0.153
H10 -2.789 0.078 3.980  0.078
H11 -6.055 0.897 3.285  0.149
H12 -5.752 1.359 1.569  0.270
C7 0.670 4.410 0.543  -0.188
O13 0.357 3.245 0.328  0.639
N7 0.669 4.972 1.798  -0.363
N8 0.995 5.316 -0.423  -0.321
H13 1.277 5.765 1.914  0.168
H14 0.331 4.510 2.620  0.117
H15 0.926 6.292 -0.203  0.182
H16 0.888 4.979 -1.365  0.054
C8 5.296 3.113 0.989  0.502
O14 5.862 2.079 0.703  -0.609
N9 4.416 3.768 0.155  -0.466
N10 5.475 3.737 2.206  -0.393
H17 3.559 4.175 0.487  0.252
H18 4.298 3.356 -0.759  0.248
H19 6.211 3.427 2.810  0.236
H20 4.971 4.572 2.434  0.134
C9 3.816 2.470 -3.323  0.338
O15 4.910 2.701 -3.789  -0.653
N11 2.833 3.407 -3.011  -0.241
N12 3.298 1.218 -2.975  0.275
H21 3.118 4.356 -2.836  0.273
H22 2.214 2.973 -2.343  -0.029
H23 2.388 1.027 -3.363  0.110
H24 3.925 0.441 -2.835  -0.159
C10 -4.470 -5.210 1.611  0.652
O16 -5.585 -5.115 1.103  -0.750
N13 -3.342 -5.380 0.865  -0.281
N14 -4.309 -5.332 2.963  -0.375
H25 -3.451 -5.285 -0.128  0.220
H26 -2.438 -5.602 1.236  0.210
H27 -3.414 -5.361 3.412  0.169
H28 -5.150 -5.386 3.506  0.222
C11 -0.430 2.193 3.772  0.553
O17 -0.788 2.018 2.607  -0.844
N15 0.372 1.337 4.436  -0.333
N16 -0.878 3.284 4.471  -0.450
H29 0.552 0.432 4.033  0.095
H30 0.626 1.518 5.390  0.199
H31 -1.392 3.945 3.915  0.251
H32 -0.683 3.503 5.429  0.158
C12 4.809 -3.751 1.104  0.612
O18 5.039 -4.897 1.454  -0.700
N17 4.568 -2.761 2.031  -0.349
N18 4.702 -3.354 -0.195  -0.076
H33 4.412 -3.083 2.968  0.204
H34 4.269 -1.830 1.807  0.177
H35 4.518 -2.394 -0.411  0.137
H36 4.741 -4.035 -0.926  0.121
C13 5.510 -1.386 -3.282  0.519
O19 4.867 -1.484 -2.236  -0.591
N19 6.747 -0.820 -3.364  -0.421
N20 4.995 -1.830 -4.482  -0.397
H37 7.369 -0.986 -4.133  0.180
H38 7.171 -0.572 -2.487  0.239
H39 5.567 -1.592 -5.274  0.154
H40 4.043 -2.110 -4.615  0.213
C14 0.330 -1.661 -4.966  0.569
O20 1.270 -2.324 -4.562  -0.606
N21 0.319 -1.093 -6.229  -0.465
N22 -0.771 -1.347 -4.222  -0.098
H41 -0.167 -0.215 -6.272  0.189
H42 1.064 -1.320 -6.856  0.216
H43 -0.737 -1.478 -3.230  0.041
H44 -1.552 -0.887 -4.645  0.121

Computed properties:
E_LUMO (spin up / spin down), Ha: -0.023 / -0.170
Orbital gap (spin up / spin down), eV: 8.063 / 4.051
2S+1: 2
⟨S²⟩: 0.752
Calculated total energy, eV: -168918.7385
Max |F|, eV Å⁻¹: 4.6

3.
This record from the Open Molecules 2025 dataset describes a cluster of 10 separate species, C14H44N16O10 in total in a non-equilibrium geometry. The level of theory is ωB97M-V/def2-TZVPD.

Last column: Mulliken charge in e.
Element x y z (Å)
C1 -3.414 -2.846 -2.147  -1.055
C2 -3.423 -1.531 -2.964  0.755
N1 -2.795 -1.632 -4.131  -0.301
O1 -3.866 -0.493 -2.623  -0.622
H1 -3.946 -3.634 -2.823  0.358
H2 -3.850 -2.720 -1.191  0.228
H3 -2.358 -3.231 -2.025  0.286
H4 -2.676 -0.793 -4.690  0.129
H5 -2.363 -2.481 -4.538  0.213
C3 0.957 -5.328 5.167  -1.100
C4 0.468 -5.132 3.820  0.779
N2 0.716 -3.930 3.160  -0.220
O2 -0.239 -6.005 3.286  -0.722
H6 1.176 -4.302 5.602  0.284
H7 1.901 -5.838 5.078  0.290
H8 0.271 -5.902 5.752  0.358
H9 0.384 -3.905 2.197  -0.068
H10 1.613 -3.442 3.243  0.274
C5 2.567 4.062 3.190  -0.239
C6 3.370 4.375 1.991  0.522
N3 2.744 4.210 0.784  -0.178
O3 4.541 4.800 2.062  -0.670
H11 2.378 4.868 3.911  0.322
H12 3.135 3.314 3.766  0.218
H13 1.640 3.573 2.961  -0.301
H14 3.166 4.167 -0.099  0.169
H15 1.816 3.829 0.766  0.214
C7 2.532 0.562 -4.253  -1.211
C8 1.731 -0.464 -3.502  0.784
N4 0.512 -0.773 -3.914  -0.128
O4 2.265 -0.992 -2.499  -0.749
H16 2.199 0.737 -5.334  0.280
H17 3.527 0.235 -4.154  0.453
H18 2.584 1.456 -3.647  0.286
H19 -0.044 -1.298 -3.293  0.053
H20 -0.035 -0.364 -4.666  0.269
N5 -0.975 -1.149 4.065  -0.238
C9 -0.418 0.097 4.365  0.455
N6 0.970 -0.011 4.398  -0.451
O5 -1.092 1.104 4.565  -0.740
H21 -1.955 -1.264 3.821  0.219
H22 -0.325 -1.876 3.763  0.252
H23 1.482 -0.574 3.715  0.421
H24 1.369 0.907 4.482  0.246
N7 -0.883 1.396 0.890  -0.255
C10 -0.550 2.715 1.155  0.411
N8 -0.856 3.085 2.441  -0.309
O6 -0.070 3.446 0.318  -0.727
H25 -0.617 0.938 0.037  0.174
H26 -0.876 0.702 1.604  0.104
H27 -0.486 3.997 2.743  0.271
H28 -1.286 2.372 2.992  0.198
N9 -2.763 2.272 -3.873  -0.333
C11 -1.688 2.070 -4.757  0.596
N10 -1.174 3.145 -5.385  -0.396
O7 -1.388 0.892 -5.017  -0.791
H29 -3.233 1.484 -3.500  0.213
H30 -2.709 3.192 -3.484  0.210
H31 -1.373 4.093 -5.046  0.210
H32 -0.220 3.101 -5.770  0.278
N11 -3.371 -2.910 2.086  -0.418
C12 -2.300 -3.667 1.697  0.591
N12 -2.279 -4.971 1.938  -0.292
O8 -1.422 -3.084 0.972  -1.050
H33 -4.040 -3.105 2.749  0.165
H34 -3.396 -2.060 1.561  0.253
H35 -1.386 -5.448 2.005  0.290
H36 -3.055 -5.370 2.383  0.189
N13 0.629 3.108 -2.598  0.120
C13 1.235 4.204 -3.138  0.527
N14 0.997 5.294 -2.347  -0.376
O9 1.841 4.143 -4.185  -0.647
H37 0.913 2.331 -3.209  -0.315
H38 0.214 3.031 -1.721  0.259
H39 1.419 6.225 -2.531  0.239
H40 0.637 5.051 -1.448  0.160
N15 0.761 -1.612 0.082  0.103
C14 1.840 -1.502 0.873  0.514
N16 3.037 -1.292 0.268  -0.288
O10 1.743 -1.558 2.134  -0.834
H41 -0.066 -2.048 0.543  0.183
H42 0.974 -1.815 -0.899  0.180
H43 3.108 -1.137 -0.700  0.231
H44 3.896 -1.088 0.719  0.239

Computed properties:
E_LUMO, Ha: 0.011
Orbital gap, eV: 9.676
Calculated total energy, eV: -59557.7699
Max |F|, eV Å⁻¹: 4.0

Among the records above, which one has the lowest calculated total energy?
C14H44AgF12N22O20S4